## a
{
  "formula": "C8H14N2O",
  "method": "ωB97M-V with the def2-TZVPD basis set",
  "total_charge": 0,
  "mol_weight_g_mol": 154.21,
  "gap_ev": 10.49,
  "multiplicity": 1,
  "lumo_ev": 0.84,
  "symbols": ["C", "N", "C", "C", "N", "C", "C", "O", "C", "C", "C", "H", "H", "H", "H", "H", "H", "H", "H", "H", "H", "H", "H", "H", "H"],
  "coordinates": [[1.35, -2.33, 0.62], [0.98, -1.21, -0.24], [0.19, -0.25, 0.46], [0.94, 0.18, 1.67], [1.58, 0.35, 2.60], [-1.29, -0.77, 0.75], [-2.23, 0.34, 0.14], [-1.42, 1.53, -0.03], [-0.11, 1.07, -0.45], [0.85, 2.23, -0.40], [-0.39, 0.42, -1.91], [0.56, -2.85, 0.99], [1.93, -3.02, -0.12], [1.97, -1.98, 1.48], [1.78, -0.68, -0.53], [-1.30, -0.78, 1.88], [-1.57, -1.68, 0.34], [-2.68, 0.04, -0.74], [-3.06, 0.67, 0.83], [1.44, 2.46, -1.29], [1.43, 2.27, 0.53], [0.25, 3.09, -0.33], [-0.88, 1.29, -2.39], [-0.98, -0.50, -1.65], [0.66, 0.10, -2.21]]
}

---

## b
{
  "formula": "C8H14N2O",
  "method": "ωB97M-V with the def2-TZVPD basis set",
  "total_charge": 0,
  "mol_weight_g_mol": 154.21,
  "gap_ev": 5.74,
  "multiplicity": 1,
  "lumo_ev": 0.32,
  "symbols": ["C", "C", "C", "C", "C", "C", "C", "C", "N", "N", "O", "H", "H", "H", "H", "H", "H", "H", "H", "H", "H", "H", "H", "H", "H"],
  "coordinates": [[-3.10, -1.36, -0.44], [-2.11, -1.63, 0.47], [-3.01, -0.05, -0.86], [3.24, -1.42, -0.84], [-0.65, 2.40, 0.79], [2.26, -0.35, -0.39], [-1.60, 1.81, -0.23], [2.17, -0.04, 1.02], [-1.46, -0.42, 0.70], [-1.98, 0.52, -0.15], [1.16, 0.03, 1.72], [-3.84, -2.10, -0.95], [-1.65, -2.62, 0.61], [-3.17, 0.40, -1.81], [3.03, -1.57, -1.94], [3.02, -2.33, -0.19], [4.20, -1.07, -0.67], [-0.62, 3.47, 0.87], [-0.79, 1.98, 1.81], [0.33, 2.00, 0.43], [1.31, -0.38, -0.95], [2.83, 0.60, -0.78], [-2.35, 2.42, -0.73], [3.18, 0.15, 1.47], [-0.39, -0.44, 1.06]]
}

---

## c
{
  "formula": "C8H14N2O",
  "method": "ωB97M-V with the def2-TZVPD basis set",
  "total_charge": 0,
  "mol_weight_g_mol": 154.21,
  "gap_ev": 8.97,
  "multiplicity": 1,
  "lumo_ev": 0.54,
  "symbols": ["C", "C", "C", "C", "C", "C", "N", "O", "H", "H", "H", "H", "H", "H", "H", "C", "N", "C", "H", "H", "H", "H", "H", "H", "H"],
  "coordinates": [[2.22, -2.38, 0.40], [1.21, -1.70, -0.04], [0.20, -0.93, -0.33], [0.23, 0.25, -1.26], [0.90, 0.48, -2.45], [1.80, -0.53, -3.04], [1.63, -1.75, -2.99], [2.45, -2.48, -3.86], [2.34, -3.41, 0.04], [2.86, -2.05, 1.08], [-0.75, -1.05, 0.10], [-0.23, 1.05, -0.78], [1.14, 1.45, -2.79], [2.71, -0.02, -3.64], [1.97, -3.31, -3.97], [-2.31, 2.39, 1.36], [-1.76, 1.18, 1.99], [-1.70, 1.01, 3.45], [-2.66, 3.11, 2.21], [-1.48, 2.76, 0.74], [-3.30, 2.20, 0.81], [-2.42, 0.46, 1.68], [-0.79, 0.44, 3.51], [-1.50, 2.11, 3.83], [-2.76, 0.71, 3.94]]
}

---

Which is the most stable structure? a is the most stable.

---

## a
{
  "formula": "C3H4N2O3",
  "method": "ωB97M-V with the def2-TZVPD basis set",
  "total_charge": 0,
  "mol_weight_g_mol": 116.08,
  "gap_ev": 9.49,
  "multiplicity": 1,
  "lumo_ev": 0.11,
  "symbols": ["O", "N", "C", "O", "N", "C", "C", "O", "H", "H", "H", "H"],
  "coordinates": [[2.68, -0.17, -0.03], [1.57, 0.57, 0.18], [0.53, -0.10, 0.00], [0.58, -1.36, -0.13], [-0.82, -1.85, -0.28], [-1.57, -0.96, 0.25], [-0.92, 0.35, 0.42], [-1.54, 1.41, -0.38], [3.49, 0.40, -0.61], [-2.65, -0.98, -0.02], [-0.73, 0.77, 1.52], [-0.62, 1.93, -0.93]]
}

---

## b
{
  "formula": "C3H4N2O3",
  "method": "ωB97M-V with the def2-TZVPD basis set",
  "total_charge": 0,
  "mol_weight_g_mol": 116.08,
  "gap_ev": 11.02,
  "multiplicity": 1,
  "lumo_ev": 0.64,
  "symbols": ["H", "N", "C", "O", "C", "O", "O", "N", "C", "H", "H", "H"],
  "coordinates": [[-0.61, 1.84, 1.48], [0.37, 1.64, 1.26], [0.45, 0.97, 0.17], [1.66, 0.50, -0.25], [1.47, -0.33, -1.27], [2.29, -0.97, -1.85], [0.09, -0.40, -1.47], [-0.56, 0.32, -0.49], [-1.15, -0.70, 0.46], [-1.83, -0.20, 1.18], [-1.82, -1.35, -0.13], [-0.36, -1.31, 0.91]]
}

---

## c
{
  "formula": "C3H4N2O3",
  "method": "ωB97M-V with the def2-TZVPD basis set",
  "total_charge": 0,
  "mol_weight_g_mol": 116.08,
  "gap_ev": 8.60,
  "multiplicity": 1,
  "lumo_ev": -0.52,
  "symbols": ["C", "C", "C", "H", "H", "H", "H", "N", "N", "O", "O", "O"],
  "coordinates": [[-1.77, -0.19, -1.01], [-0.62, 0.03, -0.21], [1.30, 0.20, 1.19], [-1.82, 0.73, -2.19], [-0.19, -0.84, 0.08], [2.12, -0.63, -0.55], [2.25, -0.25, 1.92], [1.53, 0.23, -0.18], [0.15, 0.62, 1.80], [-2.52, -1.27, -0.76], [0.33, 0.55, -1.04], [-0.78, 0.83, 0.95]]
}

---

## d
{
  "formula": "C3H4N2O3",
  "method": "ωB97M-V with the def2-TZVPD basis set",
  "total_charge": 0,
  "mol_weight_g_mol": 116.08,
  "gap_ev": 10.89,
  "multiplicity": 1,
  "lumo_ev": 0.26,
  "symbols": ["O", "C", "C", "N", "N", "O", "O", "C", "H", "H", "H", "H"],
  "coordinates": [[-0.49, 2.48, 0.96], [-0.31, 1.34, 0.63], [0.90, 0.43, 0.71], [0.02, -0.56, 0.03], [0.38, -1.34, -0.96], [1.54, -1.68, -0.99], [-0.42, -1.80, -1.73], [-1.16, 0.27, 0.00], [1.71, 0.86, 0.15], [1.17, -0.12, 1.61], [-1.91, 0.00, 0.70], [-1.43, 0.12, -1.11]]
}

---

Which is the most stable structure? b is the most stable.

---

## a
{
  "formula": "C34H32BrCoO2Sb",
  "method": "ωB97M-V with the def2-TZVPD basis set",
  "total_charge": -2,
  "mol_weight_g_mol": 733.23,
  "gap_ev": [2.92, 3.29],
  "multiplicity": 4,
  "lumo_ev": [3.93, 3.93],
  "symbols": ["Co", "C", "C", "C", "C", "C", "H", "H", "H", "H", "H", "C", "C", "C", "C", "C", "C", "C", "Sb", "C", "C", "C", "C", "C", "C", "C", "C", "C", "C", "C", "C", "C", "C", "H", "H", "H", "H", "H", "H", "H", "H", "H", "H", "H", "H", "H", "H", "H", "H", "H", "H", "H", "H", "H", "C", "H", "H", "Br", "C", "C", "C", "C", "C", "C", "C", "O", "O", "H", "H", "H", "H"],
  "coordinates": [[-0.05, 0.22, 0.33], [1.14, -0.33, 2.30], [0.15, -1.31, 2.06], [0.54, -2.05, 0.92], [1.78, -1.53, 0.46], [2.15, -0.48, 1.32], [1.15, 0.37, 3.12], [-0.73, -1.49, 2.65], [0.00, -2.88, 0.49], [2.33, -1.87, -0.41], [3.03, 0.13, 1.23], [-4.35, -2.71, -3.15], [-3.09, -3.45, -2.78], [-3.13, -4.85, -2.85], [-2.02, -5.62, -2.56], [-0.84, -5.00, -2.20], [-0.80, -3.62, -2.12], [-1.90, -2.81, -2.41], [-1.28, -0.68, -2.12], [-3.05, 0.29, -2.87], [-3.04, 0.99, -4.07], [-4.16, 1.68, -4.52], [-5.30, 1.70, -3.74], [-5.31, 1.05, -2.52], [-4.19, 0.35, -2.06], [-4.21, -0.29, -0.70], [-0.06, -0.79, -3.94], [1.25, -0.36, -3.69], [2.22, -0.32, -4.68], [1.90, -0.71, -5.96], [0.62, -1.18, -6.23], [-0.36, -1.24, -5.24], [-1.69, -1.84, -5.60], [-5.09, -3.39, -3.57], [-4.15, -1.93, -3.89], [-4.80, -2.21, -2.29], [-4.06, -5.33, -3.14], [-2.08, -6.71, -2.62], [0.05, -5.58, -1.97], [0.13, -3.14, -1.83], [-2.13, 1.02, -4.66], [-4.12, 2.21, -5.46], [-6.18, 2.23, -4.07], [-6.19, 1.08, -1.89], [-5.20, -0.24, -0.25], [-3.47, 0.20, -0.04], [-3.91, -1.35, -0.74], [1.51, -0.04, -2.68], [3.22, 0.04, -4.44], [2.64, -0.67, -6.75], [0.37, -1.52, -7.23], [-1.72, -2.06, -6.67], [-2.52, -1.18, -5.37], [-1.86, -2.77, -5.05], [-1.59, 1.25, 0.93], [-1.95, 1.29, 1.98], [-2.04, 2.10, 0.39], [0.70, 6.00, -5.74], [1.45, 5.00, -4.30], [2.75, 5.29, -3.89], [3.29, 4.56, -2.84], [2.55, 3.58, -2.21], [1.25, 3.30, -2.63], [0.69, 4.02, -3.69], [0.43, 2.18, -1.96], [-0.63, 1.88, -2.53], [0.96, 1.68, -0.94], [3.32, 6.06, -4.39], [4.31, 4.77, -2.51], [2.94, 3.00, -1.37], [-0.31, 3.78, -4.01]]
}

---

## b
{
  "formula": "C34H32BrCoO2Sb",
  "method": "ωB97M-V with the def2-TZVPD basis set",
  "total_charge": -2,
  "mol_weight_g_mol": 733.23,
  "gap_ev": [3.44, 4.18],
  "multiplicity": 4,
  "lumo_ev": [3.97, 3.97],
  "symbols": ["Co", "C", "C", "C", "C", "C", "H", "H", "H", "H", "H", "C", "C", "C", "C", "C", "C", "C", "Sb", "C", "C", "C", "C", "C", "C", "C", "C", "C", "C", "C", "C", "C", "C", "H", "H", "H", "H", "H", "H", "H", "H", "H", "H", "H", "H", "H", "H", "H", "H", "H", "H", "H", "H", "H", "C", "H", "H", "Br", "C", "C", "C", "C", "C", "C", "C", "O", "O", "H", "H", "H", "H"],
  "coordinates": [[0.10, 0.71, 0.15], [1.75, 0.89, 1.81], [2.36, 1.09, 0.55], [1.91, 2.34, 0.03], [1.04, 2.90, 0.98], [0.94, 2.02, 2.07], [1.84, 0.01, 2.42], [3.07, 0.42, 0.08], [2.17, 2.77, -0.93], [0.44, 3.79, 0.84], [0.26, 2.13, 2.90], [2.40, 0.88, -5.05], [1.43, 1.94, -4.59], [1.49, 3.20, -5.17], [0.63, 4.22, -4.78], [-0.30, 3.99, -3.78], [-0.37, 2.73, -3.19], [0.47, 1.69, -3.59], [0.14, -0.08, -2.37], [1.10, -1.74, -3.52], [0.44, -2.44, -4.53], [0.96, -3.60, -5.09], [2.17, -4.10, -4.62], [2.83, -3.43, -3.60], [2.31, -2.27, -3.04], [3.02, -1.62, -1.88], [-1.80, -0.57, -3.21], [-2.59, -1.27, -2.29], [-3.86, -1.72, -2.61], [-4.38, -1.45, -3.87], [-3.62, -0.76, -4.79], [-2.32, -0.32, -4.49], [-1.56, 0.40, -5.58], [3.05, 1.26, -5.84], [1.87, 0.00, -5.42], [3.03, 0.53, -4.22], [2.23, 3.39, -5.95], [0.69, 5.20, -5.25], [-0.96, 4.78, -3.45], [-1.07, 2.55, -2.38], [-0.53, -2.10, -4.88], [0.42, -4.13, -5.87], [2.58, -5.01, -5.03], [3.76, -3.84, -3.20], [3.96, -2.13, -1.66], [2.39, -1.63, -0.99], [3.24, -0.57, -2.09], [-2.20, -1.45, -1.30], [-4.44, -2.26, -1.87], [-5.38, -1.78, -4.13], [-4.02, -0.55, -5.78], [-2.01, 0.17, -6.55], [-0.52, 0.09, -5.61], [-1.57, 1.48, -5.45], [-1.75, 1.04, 0.12], [-2.58, 0.34, -0.03], [-2.17, 2.03, 0.34], [-0.79, -8.23, 0.69], [-0.76, -6.51, -0.17], [-1.21, -6.42, -1.47], [-1.19, -5.17, -2.09], [-0.72, -4.06, -1.40], [-0.26, -4.17, -0.10], [-0.28, -5.42, 0.53], [0.29, -2.94, 0.67], [0.75, -3.18, 1.80], [0.21, -1.85, 0.06], [-1.57, -7.29, -2.00], [-1.53, -5.07, -3.11], [-0.70, -3.09, -1.87], [0.09, -5.49, 1.54]]
}

---

Which is the most stable structure? b is the most stable.

---

## a
{
  "formula": "C7H7NO3",
  "method": "ωB97M-V with the def2-TZVPD basis set",
  "total_charge": 0,
  "mol_weight_g_mol": 153.14,
  "gap_ev": 9.39,
  "multiplicity": 1,
  "lumo_ev": -0.19,
  "symbols": ["C", "C", "C", "C", "C", "C", "C", "H", "H", "H", "H", "H", "H", "H", "N", "O", "O", "O"],
  "coordinates": [[-1.28, 2.26, -0.11], [-0.05, 0.22, -0.60], [-0.17, -0.82, -1.55], [0.29, -2.10, -1.37], [0.89, -2.35, -0.05], [1.03, -1.41, 0.82], [0.51, -0.02, 0.61], [-1.92, 3.03, -0.95], [-0.79, 2.93, 0.52], [-2.02, 1.63, 0.47], [-0.71, -0.49, -2.75], [0.01, -2.96, -2.06], [1.21, -3.34, 0.34], [1.37, -1.56, 1.91], [0.64, 0.93, 1.62], [-0.50, 1.48, -0.97], [-0.29, 1.23, 2.35], [1.78, 1.32, 1.78]]
}

---

## b
{
  "formula": "C7H7NO3",
  "method": "ωB97M-V with the def2-TZVPD basis set",
  "total_charge": 0,
  "mol_weight_g_mol": 153.14,
  "gap_ev": 8.62,
  "multiplicity": 1,
  "lumo_ev": -0.65,
  "symbols": ["C", "O", "C", "C", "C", "C", "C", "C", "N", "O", "O", "H", "H", "H", "H", "H", "H", "H"],
  "coordinates": [[-1.60, -2.12, 0.03], [-0.25, -1.67, -0.25], [-0.07, -0.34, -0.15], [-1.16, 0.53, 0.21], [-0.90, 1.75, 0.08], [0.36, 2.31, 0.02], [1.49, 1.50, -0.01], [1.17, 0.16, -0.06], [2.28, -0.74, 0.06], [3.52, -0.29, -0.08], [2.04, -1.97, 0.27], [-1.59, -3.24, -0.48], [-1.85, -2.09, 1.23], [-2.32, -1.59, -0.65], [-2.24, 0.18, 0.01], [-1.78, 2.34, 0.07], [0.32, 3.43, -0.09], [2.59, 1.85, -0.22]]
}

---

Which is the most stable structure? a is the most stable.

---

## a
{
  "formula": "C4H14O2",
  "method": "ωB97M-V with the def2-TZVPD basis set",
  "total_charge": 0,
  "mol_weight_g_mol": 94.15,
  "gap_ev": 11.32,
  "multiplicity": 1,
  "lumo_ev": 0.60,
  "symbols": ["C", "C", "C", "C", "H", "H", "H", "H", "H", "H", "H", "H", "H", "H", "O", "H", "H", "O", "H", "H"],
  "coordinates": [[-1.12, 1.76, 0.71], [-0.41, 0.78, -0.22], [-1.17, -0.56, -0.43], [-0.53, -1.56, -1.35], [-2.06, 2.13, 0.33], [-0.46, 2.61, 0.87], [-1.45, 1.27, 1.71], [0.60, 0.59, 0.17], [-0.38, 1.31, -1.18], [-1.47, -0.80, 0.61], [-2.15, -0.15, -0.76], [-1.28, -2.13, -1.90], [0.16, -2.29, -0.90], [0.11, -1.05, -2.07], [2.80, 0.17, -0.01], [3.32, 0.33, -0.81], [2.71, 1.11, 0.20], [0.95, -0.92, 2.08], [0.26, -1.41, 1.59], [1.57, -1.21, 1.38]]
}

---

## b
{
  "formula": "C4H14O2",
  "method": "ωB97M-V with the def2-TZVPD basis set",
  "total_charge": 0,
  "mol_weight_g_mol": 94.15,
  "gap_ev": 11.70,
  "multiplicity": 1,
  "lumo_ev": 0.78,
  "symbols": ["C", "C", "C", "C", "H", "H", "H", "H", "H", "H", "H", "H", "H", "H", "O", "H", "H", "O", "H", "H"],
  "coordinates": [[-0.79, 1.23, -1.12], [0.21, 1.30, 0.03], [-0.36, 0.73, 1.37], [0.78, 0.24, 2.31], [-1.24, 0.25, -1.08], [-0.29, 1.38, -2.07], [-1.60, 1.90, -0.83], [0.67, 2.27, 0.20], [1.03, 0.63, -0.16], [-0.94, -0.16, 1.11], [-1.00, 1.47, 1.84], [0.61, -0.80, 2.54], [0.86, 0.91, 3.18], [1.77, 0.51, 1.94], [2.05, -1.28, -0.55], [1.10, -1.20, -0.67], [2.53, -0.53, -0.94], [-1.80, -1.89, -1.63], [-2.75, -1.85, -1.37], [-1.61, -0.98, -1.90]]
}

---

Which is the most stable structure? a is the most stable.

---

## a
{
  "formula": "C2H3Br2NO2",
  "method": "ωB97M-V with the def2-TZVPD basis set",
  "total_charge": 0,
  "mol_weight_g_mol": 232.86,
  "gap_ev": [7.24, 7.23],
  "multiplicity": 1,
  "lumo_ev": [-2.39, -2.38],
  "symbols": ["C", "C", "N", "O", "O", "Br", "Br", "H", "H", "H"],
  "coordinates": [[-1.09, -0.64, 0.25], [0.13, 0.14, 0.30], [0.17, 1.34, -0.47], [1.19, 1.99, -0.47], [-0.83, 1.58, -1.09], [1.70, -0.05, 1.13], [3.12, -1.54, -0.42], [-1.09, -1.35, 1.17], [-2.04, -0.06, 0.07], [-1.26, -1.42, -0.47]]
}

---

## b
{
  "formula": "C2H3Br2NO2",
  "method": "ωB97M-V with the def2-TZVPD basis set",
  "total_charge": 0,
  "mol_weight_g_mol": 232.86,
  "gap_ev": 9.19,
  "multiplicity": 1,
  "lumo_ev": -1.11,
  "symbols": ["C", "C", "Br", "N", "O", "O", "H", "H", "Br", "H"],
  "coordinates": [[0.66, -0.78, -0.65], [-0.46, -0.73, 0.09], [-0.76, -1.90, 1.58], [-1.35, 0.36, -0.11], [-1.03, 1.00, -1.08], [-2.28, 0.55, 0.60], [0.78, 0.13, -1.32], [1.38, -1.58, -0.70], [1.86, 1.38, 1.47], [1.19, 1.56, 0.13]]
}

---

Which is the most stable structure? b is the most stable.